# 1
This record from the Open Molecules 2025 dataset describes a cluster of 3 separate species, C5H12O3 in total in a non-equilibrium geometry. The level of theory is the ωB97M-V functional and the def2-TZVPD basis.

XYZ file:
```
20
Properties=species:S:1:pos:R:3:forces:R:3
C -1.932 -0.408 -2.773 -0.48 1.07 -2.12
C -0.800 -0.210 -2.023 -4.07 -0.43 -2.57
C -0.656 0.901 -1.156 -0.22 3.34 -0.41
C -0.038 0.724 -0.026 1.49 -1.99 1.20
O 0.450 -0.521 0.186 0.15 -3.45 1.29
C 0.361 1.603 1.078 -4.98 0.66 2.54
H -2.312 -1.326 -3.466 1.63 2.17 1.96
H -2.504 0.584 -3.034 0.51 -2.16 1.01
H -0.074 -0.942 -1.997 1.32 -1.58 0.23
H -0.907 1.956 -1.317 -0.59 -0.60 -0.65
H -0.120 -1.333 -0.030 0.96 2.35 0.25
H -0.035 2.591 0.825 0.50 0.19 0.24
H 1.357 1.621 1.386 1.59 -0.20 0.16
H -0.349 1.306 2.144 2.20 0.62 -3.12
H 5.230 0.488 0.491 -0.87 -0.30 -1.00
H 4.196 0.109 -0.733 0.39 0.43 0.77
O 4.999 -0.121 -0.241 0.46 -0.13 0.24
H -3.081 -0.685 3.700 0.05 -0.31 0.51
H -2.965 -1.731 2.681 0.07 -0.50 0.28
O -2.955 -1.647 3.648 -0.12 0.81 -0.80
```
Positions in Å, forces in eV/Å.

Values from the calculation:
HOMO-LUMO gap   8.83 eV
Relative energy (zero: lowest compared OMol25 entry of this formula, charge and spin)   93.4 kcal per mole
Structure (SMILES)   C=C/C=C(/C)O.O.O

***

# 2
This record from the Open Molecules 2025 dataset describes a cluster of 3 separate species, C5H12O3 in total in a non-equilibrium geometry. The level of theory is the ωB97M-V functional and the def2-TZVPD basis.

XYZ file:
```
20
Properties=species:S:1:pos:R:3:forces:R:3
C -0.976 2.138 -1.428 0.12 -1.29 -1.87
C -0.632 2.587 -0.129 -2.42 -2.36 -2.05
C 0.142 -1.258 -0.835 2.32 -1.84 0.80
O -0.068 -2.226 0.221 -0.42 1.01 -1.72
C -1.072 -0.387 -1.009 -3.34 0.97 0.22
C -1.206 0.725 -1.986 0.82 1.72 3.44
H -1.093 2.795 -2.318 0.47 0.28 1.22
H -0.548 3.642 0.106 0.44 -0.15 -0.22
H -0.826 1.862 0.682 0.86 0.57 -0.31
H 1.056 -0.633 -0.642 -0.88 -0.61 -0.20
H 0.201 -1.782 -1.825 0.46 0.02 0.99
H -1.251 0.144 -0.082 0.35 -0.26 0.56
H -1.942 -1.128 -1.057 0.95 0.87 -0.60
H -1.527 0.613 -3.040 0.35 0.17 0.67
H 0.799 1.204 2.142 0.37 -0.46 0.99
H 2.496 -2.133 2.495 1.03 -0.71 0.00
O 1.773 -1.542 2.416 -1.51 0.51 -0.66
H 1.627 -0.196 1.755 0.59 -1.94 1.90
H 0.426 -2.078 1.077 0.72 0.74 -0.29
O 1.175 0.626 1.491 -1.28 2.77 -2.88
```
Positions in Å, forces in eV/Å.

Values from the calculation:
HOMO-LUMO gap   3.17 eV
Relative energy (zero: lowest compared OMol25 entry of this formula, charge and spin)   171.4 kcal per mole

***

# 3
This record from the Open Molecules 2025 dataset describes a structure of composition C5H12O3Tl in a non-equilibrium geometry. The level of theory is the ωB97M-V functional and the def2-TZVPD basis.

XYZ file:
```
21
Properties=species:S:1:pos:R:3:forces:R:3
H -3.372 1.155 0.392 2.46 0.44 -1.86
C 3.113 0.103 0.423 0.44 -1.93 1.65
O 2.652 1.299 -0.122 2.84 1.52 -0.97
C 2.147 -1.045 0.142 0.95 -0.86 -0.41
O 0.834 -0.567 0.490 0.05 -2.99 1.23
C -0.256 -1.399 0.114 -0.75 -1.02 -0.36
C -1.516 -0.576 0.254 -0.18 -1.47 1.03
O -1.283 0.683 -0.369 0.80 0.56 -0.46
C -2.452 1.485 -0.495 -4.06 -0.97 3.69
Tl 0.764 1.376 -0.059 -2.98 3.29 -0.72
H 3.246 0.184 1.520 -0.02 0.19 -0.47
H 4.094 -0.191 0.005 -0.37 0.56 -0.17
H 2.372 -1.941 0.738 0.01 0.37 -0.12
H 2.147 -1.306 -0.929 -0.06 0.04 0.25
H -0.305 -2.277 0.773 0.03 0.23 -0.19
H -0.119 -1.730 -0.927 0.05 0.07 0.26
H -1.774 -0.406 1.311 0.05 0.02 -0.31
H -2.354 -1.092 -0.238 0.25 0.27 0.01
H -2.606 2.735 -1.735 -0.13 0.54 -0.64
H -3.049 1.077 -1.325 0.52 0.87 -0.31
H -2.283 2.434 0.035 0.10 0.29 -1.13
```
Positions in Å, forces in eV/Å.

Values from the calculation:
HOMO-LUMO gap (alpha / beta)   4.17 / 7.93 eV
Relative energy (zero: lowest compared OMol25 entry of this formula, charge and spin)   127.8 kcal per mole
2S+1   2
Charge   +2

***

# 4
This record from the Open Molecules 2025 dataset describes an isolated molecule of C5H12S in a non-equilibrium geometry. The level of theory is the ωB97M-V functional and the def2-TZVPD basis.

XYZ file:
```
18
Properties=species:S:1:pos:R:3:forces:R:3
C -2.615 0.259 -0.096 1.44 0.78 0.28
C 0.273 -0.268 -0.086 2.68 0.77 1.36
C 0.586 0.378 1.327 -0.91 -0.83 -0.35
C 0.769 0.894 -1.026 -0.50 -0.97 0.46
C 1.310 -1.416 -0.247 -2.64 -2.38 -0.54
H -3.464 -0.084 -0.643 -0.51 -0.28 -0.46
H -2.866 0.328 0.959 -0.31 0.93 -0.18
H -2.206 1.189 -0.591 -0.58 -0.90 0.85
H -0.149 1.164 1.528 0.15 -0.17 0.28
H 1.588 0.757 1.495 0.27 0.39 -0.76
H 0.549 -0.422 2.044 -0.65 -0.28 0.64
H 0.648 0.784 -2.095 -0.66 -0.12 -0.26
H 1.871 0.884 -0.906 -0.66 0.54 0.30
H 0.276 1.783 -0.616 0.53 0.22 -0.64
H 1.306 -1.761 -1.293 -0.16 -0.11 0.29
H 2.259 -1.069 -0.090 2.45 1.24 0.59
H 1.230 -2.351 0.419 -0.46 1.49 -0.83
S -1.367 -1.051 -0.082 0.52 -0.32 -1.02
```
Positions in Å, forces in eV/Å.

Values from the calculation:
HOMO-LUMO gap   9.32 eV
Relative energy (zero: lowest compared OMol25 entry of this formula, charge and spin)   16.9 kcal per mole
Structure (SMILES)   CSC(C)(C)C

***

# 5
This record from the Open Molecules 2025 dataset describes a cluster of 2 separate species, C5H12S in total in a non-equilibrium geometry. The level of theory is the ωB97M-V functional and the def2-TZVPD basis.

XYZ file:
```
18
Properties=species:S:1:pos:R:3:forces:R:3
C 2.108 -2.136 -0.733 0.41 -0.09 0.13
S 2.853 -0.502 -0.917 -0.30 -0.04 -0.35
C 1.482 0.461 -1.642 -0.17 -0.80 1.16
H 2.012 -2.683 -1.673 0.01 0.13 0.07
H 1.155 -2.118 -0.205 0.00 0.18 -0.06
H 2.831 -2.643 -0.091 -0.14 -0.26 -0.10
H 1.503 1.358 -1.025 -0.04 0.54 -0.85
H 1.485 0.535 -2.729 0.24 0.39 0.22
H 0.563 -0.034 -1.320 -0.02 -0.03 -0.20
C -1.257 1.079 2.187 -0.51 -0.18 -0.37
C -1.706 0.424 0.909 -0.08 0.11 0.01
C -2.437 0.928 -0.067 -1.05 0.42 -0.87
H -1.965 1.820 2.548 -0.04 0.20 -0.13
H -1.238 0.278 2.916 0.38 0.08 0.44
H -0.280 1.547 2.080 0.12 -0.13 0.13
H -1.426 -0.615 0.829 0.20 -0.24 -0.18
H -2.793 0.382 -0.942 0.52 -0.47 0.31
H -2.890 1.917 -0.125 0.48 0.20 0.65
```
Positions in Å, forces in eV/Å.

Values from the calculation:
HOMO-LUMO gap   9.46 eV
Relative energy (zero: lowest compared OMol25 entry of this formula, charge and spin)   27.1 kcal per mole
Structure (SMILES)   C=CC.CSC

***

# 6
This record from the Open Molecules 2025 dataset describes a cluster of 2 separate species, C5H12S in total in a non-equilibrium geometry. The level of theory is the ωB97M-V functional and the def2-TZVPD basis.

XYZ file:
```
18
Properties=species:S:1:pos:R:3:forces:R:3
C 0.502 -2.320 1.667 -0.03 -2.03 -0.92
C -0.538 -2.000 0.593 -0.43 -1.07 0.84
S -2.151 -1.865 1.403 0.44 0.80 -0.53
H 0.704 -1.514 2.313 0.46 0.98 0.64
H 1.375 -2.739 1.163 0.27 0.75 -0.09
H 0.222 -3.213 2.235 -0.45 0.33 0.30
H -0.268 -1.234 -0.123 -0.39 0.31 0.05
H -0.774 -2.953 0.088 0.36 0.06 -0.44
H -2.604 -0.801 0.697 -0.22 -0.05 0.10
C 0.758 2.248 -0.050 0.11 -0.99 0.35
C 0.195 2.453 -1.416 0.06 0.54 -0.43
C 0.068 1.572 -2.399 0.23 0.05 0.53
H 1.801 2.490 0.160 -0.05 0.54 -0.41
H 0.119 2.781 0.639 0.04 0.30 0.40
H 0.700 1.193 0.253 -0.11 -0.02 -0.20
H -0.178 3.454 -1.622 -0.23 -0.08 0.24
H -0.542 1.815 -3.253 0.31 -0.06 -0.36
H 0.609 0.634 -2.349 -0.36 -0.34 -0.06
```
Positions in Å, forces in eV/Å.

Values from the calculation:
HOMO-LUMO gap (alpha / beta)   8.15 / 3.28 eV
Relative energy (zero: lowest compared OMol25 entry of this formula, charge and spin)   40.2 kcal per mole
2S+1   2
Charge   +1

***

# 7
This record from the Open Molecules 2025 dataset describes a structure of composition C5H13BClO4Si2 in a non-equilibrium geometry. The level of theory is the ωB97M-V functional and the def2-TZVPD basis.

XYZ file:
```
26
Properties=species:S:1:pos:R:3:forces:R:3
C 2.883 1.234 1.611 -0.81 0.31 -0.22
C 1.421 1.075 0.894 1.74 0.57 0.83
C 1.670 0.788 -0.657 -0.41 -0.56 0.71
Cl 2.187 2.348 -1.543 -0.30 -0.97 0.68
Si 0.149 -0.018 -1.574 -0.36 2.65 -1.66
O -1.176 1.082 -1.795 1.15 -1.21 2.24
Si -2.136 1.278 -0.367 -1.23 -0.28 -1.21
C -3.556 -0.007 -0.178 -4.30 -4.10 -1.38
O -3.785 -0.468 1.005 1.33 1.75 -1.95
O -4.329 -0.461 -1.230 3.77 2.57 3.36
B -0.356 -1.763 -0.856 -1.02 -3.06 1.15
C -0.791 -2.103 0.666 -0.71 -0.43 -0.01
O -0.333 -2.911 -1.780 1.52 1.44 1.53
H 3.591 1.670 0.827 -0.72 -0.75 1.24
H 2.832 1.970 2.485 0.09 -1.11 -1.13
H 3.211 0.210 2.003 -0.18 1.50 -0.68
H 0.899 0.239 1.464 0.42 0.91 -1.24
H 0.827 2.035 1.088 0.78 -1.46 -0.69
H 2.547 0.058 -0.818 -1.17 1.12 0.45
H 0.665 -0.276 -2.944 0.07 0.11 0.01
H -2.794 2.607 -0.422 0.28 0.09 -0.13
H -1.357 1.242 0.885 0.39 -0.07 -0.11
H -0.792 -1.220 1.384 0.06 -1.26 -0.83
H -1.894 -2.460 0.610 1.53 0.62 0.06
H -0.216 -3.017 1.085 -0.72 1.47 -0.61
H 0.632 -3.131 -1.843 -1.19 0.12 -0.40
```
Positions in Å, forces in eV/Å.

Values from the calculation:
HOMO-LUMO gap   6.59 eV
Charge   -1

***

# 8
This record from the Open Molecules 2025 dataset describes the ion C5H13BNO with charge +1 in a non-equilibrium geometry. The level of theory is the ωB97M-V functional and the def2-TZVPD basis.

XYZ file:
```
21
Properties=species:S:1:pos:R:3:forces:R:3
B 1.209 -0.738 -0.175 0.62 -0.35 2.58
C 0.122 1.485 -0.858 -1.27 0.07 1.76
C -1.423 1.392 -0.654 -0.61 1.24 -2.01
C -1.167 -0.212 1.117 4.00 -1.00 2.57
C 0.905 0.792 0.189 -1.85 -1.53 2.08
C 1.958 -1.873 0.723 4.08 1.50 -2.68
N -1.731 0.024 -0.133 -2.27 1.03 -1.51
O 0.441 -1.187 -1.207 -0.24 -2.22 -1.34
H 0.185 0.936 -1.708 0.84 -1.51 -2.79
H 0.526 2.435 -1.090 -0.18 1.42 0.07
H -1.853 2.107 0.050 0.11 -0.03 -0.10
H -1.982 1.473 -1.703 1.15 0.02 2.29
H -0.998 -1.308 1.443 -0.51 1.98 -0.88
H -1.285 0.488 1.979 -0.44 -0.47 -1.27
H 1.203 1.360 1.119 -0.03 -0.82 -1.33
H 2.321 -2.735 0.078 -0.53 0.93 0.46
H 1.261 -2.274 1.345 -1.88 -1.13 2.23
H 2.935 -1.578 1.283 -2.03 -0.23 -0.72
H -2.793 0.026 -0.196 1.25 -0.61 0.25
H -1.315 -0.634 -0.816 -0.15 -0.21 0.11
H 0.546 -2.178 -1.361 -0.06 1.91 0.20
```
Positions in Å, forces in eV/Å.

Values from the calculation:
HOMO-LUMO gap (alpha / beta)   8.61 / 8.63 eV
Relative energy (zero: lowest compared OMol25 entry of this formula, charge and spin)   67.3 kcal per mole
Charge   +1